Below is a cluster of 2 separate species, C6H12Br in total at a distorted geometry, with properties calculated with ωB97M-V/def2-TZVPD.

## Properties
2S+1 = 2
Frontier orbital gap (alpha / beta) = 8.615 / 10.846 eV
Charge = 0
Highest occupied orbital energy (alpha / beta) = -7.73 / -10.63 eV
Energy above the lowest of the compared OMol25 structures with the same formula, charge and spin = 35.12 kcal/mol

Structure (XYZ):
```
19
Properties=species:S:1:pos:R:3:forces:R:3
Br -1.156 4.609 0.202 -0.22 0.63 0.21
H -0.700 3.381 -0.278 0.23 -0.61 -0.24
C -0.413 0.723 0.702 -0.27 2.01 -0.58
C -1.289 0.118 -0.274 -1.35 -1.26 -0.81
C -0.888 -1.372 -0.646 -0.41 0.80 -0.64
C 0.483 -1.874 -0.119 -0.10 -0.50 0.64
C 1.553 -0.797 0.200 0.35 0.98 -0.38
C 1.018 0.661 0.525 1.93 -0.49 0.33
H -0.787 1.660 1.142 0.06 -0.58 0.23
H -2.276 0.145 0.212 -0.06 -0.35 -0.43
H -1.468 0.693 -1.236 0.57 -0.19 0.85
H -1.704 -1.980 -0.256 0.23 -0.29 -0.05
H -0.939 -1.478 -1.762 0.15 0.09 0.96
H 0.342 -2.571 0.763 0.01 1.03 -0.74
H 0.902 -2.529 -0.884 0.00 -0.03 0.01
H 2.140 -1.075 1.076 -0.02 -0.35 -0.13
H 2.289 -0.718 -0.643 -0.71 -0.11 0.66
H 1.480 1.388 -0.214 -0.83 -0.52 0.37
H 1.414 1.014 1.490 0.44 -0.23 -0.26
```
Forces are in eV/Å.